ORCA calculation (the ωB97M-V functional and the def2-TZVPD basis) on 11 unconnected molecules or ions with the total composition C58H138BN10O25.

The HOMO-LUMO gap (alpha / beta) comes out at 2.2634 / 6.3420 eV. As for the highest occupied orbital energy (alpha / beta): 0.0338 / -0.1161 Eh. The spin multiplicity is 2. The net charge is -2. The calculation puts the total energy at -129140.9612 eV. Its expectation value of S² is 0.75. The value obtained for the LUMO energy (alpha / beta) is 3.182 / 3.182 eV.

```
232
Properties=species:S:1:pos:R:3:forces:R:3
O 1.681 -1.521 0.478 0.2 -0.3 0.0
O -4.238 5.598 -0.239 1.5 0.5 -0.2
O 1.955 4.265 -4.772 2.0 -0.4 -1.2
O -4.545 2.385 2.891 -0.7 -0.3 -0.9
O -0.735 7.169 1.254 0.8 1.6 0.2
O -1.244 -6.461 -3.295 -0.6 0.9 0.1
O 6.659 -1.302 -0.521 0.9 0.8 0.1
O 1.736 -1.704 -1.845 -1.3 3.0 -1.3
O 2.381 -3.792 -2.052 -0.3 0.6 0.9
O -5.834 -1.233 0.839 -0.8 -0.2 0.3
O 4.713 -6.244 1.640 0.6 0.3 -0.5
O 2.465 -3.557 1.004 -0.4 1.2 -2.1
O -1.737 0.982 -0.860 -3.1 0.3 0.0
O -0.446 -4.748 0.451 -0.7 0.5 -0.9
O -3.946 1.250 -6.227 0.1 0.5 0.2
O -0.257 -0.702 -0.784 1.3 -4.4 0.0
O 0.726 2.645 -0.887 0.9 -0.3 0.1
O -10.144 -3.908 1.723 -1.1 -0.8 -0.8
O -7.058 0.116 6.800 -0.2 -0.3 -0.3
O 4.077 7.879 2.017 0.1 1.5 -0.5
O 6.343 4.317 -1.142 -0.3 0.1 0.5
O 11.161 -0.783 0.209 0.6 -1.0 0.8
O 1.219 -5.681 4.341 -1.6 -0.5 1.0
O -2.502 -2.479 -4.299 0.1 -0.4 -0.3
O 1.681 0.567 -0.871 4.6 -3.7 0.1
N 2.685 4.382 -2.038 1.3 0.2 0.6
N 1.885 -6.333 1.378 0.6 -1.9 -1.7
N -2.943 5.077 -3.705 -0.8 0.2 -0.7
N 3.574 -4.295 3.379 -0.6 -0.6 -0.3
N -1.368 2.814 -5.097 0.2 0.0 -0.4
N -4.307 1.700 6.537 -0.8 0.7 -1.2
N 1.822 6.012 2.159 -1.6 -0.8 -1.9
N -7.639 -2.391 2.761 -1.5 -1.0 0.0
N -0.489 -4.254 -5.375 1.3 0.2 -0.4
N 9.119 0.131 -1.404 0.2 0.9 0.6
C 11.517 -0.082 -1.010 -0.7 0.2 0.8
C -6.014 0.220 7.721 0.1 1.1 0.2
C -5.467 5.032 -0.076 -1.7 -0.3 -0.4
C 5.383 -1.895 -0.656 -0.5 0.1 0.6
C -1.996 4.218 -1.611 -1.8 -1.5 -0.7
C -11.038 -5.028 1.451 0.6 0.7 0.4
C -3.845 -0.137 -6.386 0.1 -0.5 -0.3
C 7.964 0.864 -0.842 0.0 -2.2 1.2
C 0.648 4.214 -5.301 0.3 0.7 1.2
C 2.810 5.301 -5.246 -0.5 0.7 0.9
C -7.071 -1.061 2.920 0.7 -1.6 -0.6
C 6.023 -5.691 1.509 -0.4 -0.4 0.9
C 1.135 -4.259 4.064 1.9 -1.2 0.1
C 2.593 -3.670 4.253 -0.3 0.6 -0.5
C -9.015 -2.529 3.320 1.4 0.8 0.1
C 2.057 -2.810 -1.390 2.1 -4.4 0.6
C -3.885 5.853 -1.597 -0.2 -0.5 -0.4
C 4.159 -6.482 0.367 -0.6 -0.6 -0.5
C 2.723 -7.067 0.343 0.3 1.5 1.8
C -5.296 1.566 7.596 1.3 -0.2 0.2
C -4.608 -1.438 0.178 -0.2 0.6 -0.2
C -2.108 1.688 -4.528 -0.9 0.3 -0.1
C 4.731 8.201 0.771 -0.6 -1.1 0.4
C 5.120 4.806 -1.759 0.0 -0.3 1.3
C -3.892 2.066 4.087 -0.1 0.0 0.2
C 0.706 1.379 -0.857 -7.6 1.4 0.0
C 0.366 -4.936 -4.414 -0.2 -0.6 1.0
C -7.811 -1.079 6.848 0.0 0.3 -0.7
C -5.699 -1.123 2.225 0.0 0.9 0.6
C -1.246 -4.082 -0.542 0.3 -0.3 0.4
C 2.679 -2.159 4.053 -0.5 0.4 -0.1
C 0.002 3.028 -4.620 -0.7 -0.3 0.3
C -0.052 -6.153 4.895 1.2 1.0 -0.4
C -0.246 -6.109 0.100 0.0 0.7 1.8
C 3.986 3.755 -1.659 -0.2 1.2 -2.2
C 6.674 0.059 -1.027 -0.5 0.0 -0.7
C -0.653 5.777 1.476 1.0 -0.1 0.2
C -3.785 2.335 1.642 -0.3 -0.2 1.4
C -1.845 7.849 1.780 -1.0 -1.4 -0.3
C -1.140 -2.211 -4.210 1.2 1.4 0.1
C -0.608 0.545 -0.832 4.6 4.9 -0.2
C -9.736 -3.831 3.088 0.6 -0.7 -0.7
C 4.361 2.669 -2.705 0.4 -0.5 0.9
C -0.344 -2.748 -5.358 -1.5 -2.4 0.3
C -3.581 1.769 -4.943 -0.2 0.0 0.1
C 11.914 -1.999 0.557 -0.4 0.9 -1.9
C 3.147 5.668 1.661 0.8 0.0 1.1
C -4.939 1.868 5.211 0.7 -0.4 -0.3
C 0.489 -6.721 1.296 0.3 -0.4 -0.8
C 10.352 0.914 -1.175 -0.3 -0.7 -0.9
C -3.185 -1.870 -3.246 -0.8 0.4 0.3
C 2.112 -2.718 0.182 -0.3 -0.3 0.8
C 0.818 5.400 1.193 -0.5 -0.3 0.5
C -3.293 4.615 -2.385 1.3 2.5 2.0
C 4.119 6.516 2.470 0.1 1.1 -1.4
C -0.070 -6.386 -4.117 -0.7 -0.3 -0.5
C -1.972 -7.694 -3.229 1.1 1.2 -0.2
C 6.372 4.437 0.288 0.0 0.7 -0.7
B 1.213 -0.832 -0.762 -1.2 2.5 0.2
H -3.679 0.909 6.521 0.0 -0.1 0.0
H -3.188 6.690 -1.552 0.7 -0.3 0.0
H 0.737 -6.994 -3.709 0.3 0.2 0.5
H -5.709 4.838 0.969 0.4 -0.1 0.0
H -2.472 4.311 -4.166 0.3 -0.1 -0.5
H 3.208 -4.101 2.458 0.1 -0.7 -0.2
H 1.712 6.993 1.949 0.1 0.5 0.4
H -8.622 -0.876 6.148 -0.2 -0.3 0.2
H -2.854 -0.522 -6.148 0.1 0.0 0.0
H 5.290 -2.834 -0.110 0.9 -0.4 -0.3
H -1.670 3.310 -2.118 0.7 0.1 0.3
H -11.388 -5.067 0.419 0.1 0.9 0.0
H 2.328 -6.945 -0.666 0.1 0.1 -0.3
H 3.719 -1.907 4.259 -0.1 0.4 0.2
H 6.774 -6.411 1.184 -0.1 -0.5 -0.3
H 0.717 -4.271 3.057 0.3 1.0 -0.3
H 2.491 4.241 -3.020 0.1 0.0 0.1
H 11.634 -2.763 -0.169 0.3 -0.1 -0.4
H -5.949 2.439 7.575 -0.2 -0.2 -0.1
H 3.742 6.548 3.492 0.3 -0.1 0.0
H -4.079 -0.383 -7.422 0.3 0.3 -0.2
H -0.038 3.249 -3.554 0.1 -0.2 0.1
H -4.958 -1.485 -0.853 0.9 -0.2 -0.2
H 4.440 -3.778 3.317 0.3 0.3 0.8
H -2.926 -2.240 -2.254 0.2 -0.4 0.0
H 1.862 -5.372 1.068 0.5 0.4 0.2
H -0.050 -5.832 5.937 -0.4 -0.2 0.2
H 4.783 -7.238 -0.111 0.3 0.0 -0.6
H -4.056 -2.311 0.526 -0.3 -0.6 -0.1
H -7.270 -1.946 6.468 0.4 -0.1 -0.1
H 10.382 1.549 -2.060 0.9 0.2 0.0
H 2.947 -3.838 5.271 -0.6 -0.4 0.4
H 2.787 -8.140 0.529 -0.3 0.0 0.5
H -0.293 -6.884 -5.061 -0.2 0.0 -0.5
H -3.036 3.125 1.700 0.0 0.1 -0.5
H 0.251 5.145 -4.897 -1.1 0.2 -0.6
H -4.037 3.828 -2.508 0.1 -0.2 0.4
H -5.620 4.133 -0.674 0.2 -0.5 0.1
H 6.511 5.478 0.582 0.1 0.4 -0.1
H -10.595 -6.018 1.554 0.5 0.0 0.6
H -1.383 -8.317 -2.556 -0.2 -0.9 -0.4
H -4.249 -2.024 -3.428 0.0 -0.1 0.1
H -5.649 2.694 5.253 0.2 0.2 0.0
H -5.527 0.982 4.974 -0.2 -0.1 -0.3
H 6.330 -5.411 2.517 -0.1 0.2 0.0
H 0.963 4.320 1.194 -0.3 -0.1 0.1
H -7.569 -2.695 1.800 -0.2 0.1 -0.2
H 5.176 6.259 2.405 0.0 -0.7 0.2
H 2.027 3.789 -1.553 -1.0 -0.1 0.2
H 4.149 -5.570 -0.230 0.2 0.2 -0.1
H -1.350 5.294 0.792 0.1 -0.4 0.0
H 12.478 0.416 -0.879 0.1 0.1 0.0
H -3.008 -0.795 -3.201 0.1 0.2 -0.1
H 8.065 0.879 0.243 0.4 0.4 0.5
H -7.711 -0.289 2.493 0.1 0.4 0.0
H -5.096 -1.964 2.568 -0.2 -0.3 0.5
H 0.473 -4.408 -3.466 -0.4 0.1 0.4
H -2.962 -7.562 -2.792 0.2 0.6 0.2
H -0.772 -4.114 -1.523 0.2 -0.1 -0.1
H -3.160 2.840 4.320 0.1 0.2 0.4
H 5.874 0.599 -0.520 -0.2 0.2 -0.2
H -2.004 7.667 2.843 0.4 0.2 0.4
H -2.726 7.394 1.327 -0.5 0.2 -0.2
H -4.563 -0.750 -5.840 -0.2 0.3 0.7
H 0.972 5.675 0.149 0.5 0.3 -0.1
H 1.413 -4.972 -4.712 0.0 -0.1 -0.6
H -1.184 -6.663 0.042 -0.5 0.2 -0.5
H -2.188 1.762 -3.444 0.7 -0.1 0.2
H 0.315 -7.783 1.123 0.6 -0.5 0.5
H -6.449 0.174 8.719 0.1 -0.3 0.4
H 11.693 -2.505 1.496 -0.4 1.1 0.4
H -4.643 1.667 8.462 -0.5 -0.1 0.7
H 5.361 5.075 -2.787 0.1 -0.5 -0.2
H 7.909 1.904 -1.163 -0.3 -0.2 -0.5
H -2.198 -4.606 -0.628 -0.3 0.0 -0.1
H 11.564 -0.728 -1.886 0.0 -0.4 0.1
H -6.239 5.699 -0.458 -0.4 0.4 0.0
H 2.470 -1.817 3.039 0.0 -0.4 -0.2
H 3.250 5.797 0.583 0.1 0.1 -0.2
H 0.459 -3.754 4.754 -0.1 0.1 0.2
H 9.248 -0.687 -0.825 -0.4 -0.3 0.1
H -9.090 -4.698 3.227 0.3 0.0 0.5
H 3.777 3.437 -0.638 0.8 -0.4 0.0
H 2.375 6.267 -4.991 -0.5 0.3 -0.4
H -0.212 -7.228 4.815 0.7 -0.1 0.0
H -6.947 -0.943 3.996 0.2 0.6 0.0
H -0.707 -2.494 -3.250 -0.1 -0.5 0.2
H -0.898 -5.705 4.375 -0.1 0.3 -0.1
H 0.676 -2.386 -5.233 0.1 -0.4 -0.3
H 0.621 4.194 -6.391 0.0 -0.1 -0.2
H -1.879 8.916 1.559 0.6 -0.1 -0.1
H 5.433 2.513 -2.830 0.4 0.2 0.5
H 4.620 -1.344 -0.106 -0.2 0.8 -0.3
H 6.501 0.017 -2.102 -0.5 0.0 -0.2
H 4.834 9.274 0.607 0.0 0.0 0.7
H -11.897 -4.950 2.118 -0.2 -0.1 0.0
H 5.461 4.145 0.811 -0.1 -0.5 -0.3
H -1.402 -3.036 -0.280 0.1 -0.1 0.3
H 7.244 3.911 0.678 -0.2 -0.3 -0.2
H 4.820 5.759 -1.323 -0.1 0.1 0.5
H 0.084 -6.470 2.276 -0.7 0.2 -0.3
H -1.306 2.624 -6.087 -0.1 0.2 -0.3
H -0.928 -1.142 -4.239 -0.4 0.6 0.2
H 3.087 5.298 -6.300 -0.3 -0.4 -0.2
H -1.242 5.004 -1.642 -0.1 0.0 0.1
H -3.915 -0.615 0.355 0.0 0.4 -0.4
H -4.192 1.327 -4.156 -0.1 -0.6 0.0
H 4.054 2.986 -3.702 -0.5 -0.1 0.1
H -0.902 5.512 2.504 -0.2 0.1 0.3
H 10.317 1.570 -0.305 -0.1 0.0 0.4
H -5.224 -0.519 7.590 -0.1 -0.6 0.0
H -3.875 2.818 -4.919 0.0 0.1 -0.4
H 4.176 7.843 -0.096 -0.3 -0.2 0.0
H -9.698 -1.725 3.044 -0.1 0.3 -0.5
H 0.614 2.135 -4.746 0.3 -0.1 0.0
H -2.246 3.872 -0.607 0.3 0.2 0.1
H -5.154 -0.214 2.478 0.2 0.3 0.0
H -8.802 -2.319 4.368 -0.6 -0.5 0.4
H -4.521 2.436 0.844 0.2 0.4 0.1
H 3.978 1.690 -2.417 -0.5 0.0 -0.3
H 12.977 -1.767 0.485 0.1 -0.2 0.1
H 3.725 5.374 -4.659 0.1 -0.9 0.1
H -8.197 -1.351 7.830 0.0 0.3 0.3
H 0.302 -6.162 -0.840 0.1 -0.3 -0.1
H 1.994 -1.582 4.675 0.1 0.1 0.4
H 5.087 -2.041 -1.695 0.0 0.1 -0.1
H -1.716 0.708 -4.801 0.3 -0.1 0.2
H 3.413 4.636 1.887 -0.4 -0.3 0.0
H 5.701 7.709 0.698 0.3 0.1 0.2
H -10.589 -3.939 3.758 -0.2 0.2 0.1
H -1.455 -4.488 -5.195 -0.1 0.2 0.2
H -4.706 6.302 -2.156 -0.7 -0.3 0.0
H 6.107 -4.835 0.839 -0.4 0.2 -0.1
H -3.283 1.381 1.484 0.1 -0.1 0.2
H -2.281 5.839 -3.674 0.2 0.1 0.2
H -0.797 -2.471 -6.311 0.3 0.6 0.0
H -2.161 -8.032 -4.248 0.4 -0.7 0.0
H -3.327 1.139 3.990 0.2 -0.3 -0.1
```
Positions in Å, forces in eV/Å.